Entry 1:
Formula: CH2O4S
Source: OMol25
Level of theory: wB97M-V/def2-TZVPD

The geometry in XYZ format:
```
8
Properties=species:S:1:pos:R:3:forces:R:3:mulliken_charge:R:1
C -0.37248 -0.79317 1.00613 -1.7 2.5 1.4 0.339
O -0.02508 1.51628 -0.67272 0.6 -1.5 -1.5 -0.507
O 1.77485 0.21298 -1.82218 0.0 0.1 0.4 -0.369
O -0.07025 -1.08699 -0.15544 1.5 -0.6 -3.0 -0.466
O -0.61463 0.40370 1.37655 0.1 -2.0 0.3 -0.623
S 0.37471 0.27064 -1.58145 -1.3 1.4 1.4 0.819
H -0.55920 -1.70590 1.58954 0.1 0.5 0.8 0.353
H -0.50793 1.18246 0.25957 0.7 -0.4 0.2 0.455
```
Positions in Å, forces in eV/Å.

Computed properties:
* E_LUMO: -0.02047 hartree
* energy relative to the best compared isomer or geometry (same formula, charge and spin): 79.5 kJ/mol
* charge: 0
* E_HOMO: -11.04 eV
* frontier orbital gap: 10.484 eV



Entry 2:
Formula: C2H5NO2S
Source: OMol25
Level of theory: wB97M-V/def2-TZVPD

The geometry in XYZ format:
```
11
Properties=species:S:1:pos:R:3:forces:R:3:mulliken_charge:R:1
C 0.32473 -0.77093 1.13532 -2.9 -1.8 -0.1 -0.086
C -0.02666 0.40416 0.29547 2.4 -0.3 -0.2 0.172
H -0.16674 -2.49188 -0.43965 2.7 3.2 4.4 0.360
H -0.68323 -0.94161 1.68513 1.6 -0.1 -0.4 0.189
H 1.11574 -0.54390 1.91201 -0.6 -0.8 -1.5 0.298
H -1.35115 1.03157 -1.11391 1.9 -2.6 0.4 0.290
H -0.61135 -1.58671 -1.77172 -2.1 2.2 1.6 0.360
N -0.70642 0.18819 -0.80293 -4.5 -0.1 -3.3 -0.086
O 0.58987 -1.95654 0.24289 -0.6 -1.5 -0.9 -0.603
O -1.31214 -1.10344 -1.14298 1.5 0.1 -1.5 -0.532
S 0.66446 1.86847 0.24778 0.5 1.6 1.5 -0.363
```
Positions in Å, forces in eV/Å.

Computed properties:
* E_LUMO: -0.00450 hartree
* energy relative to the best compared isomer or geometry (same formula, charge and spin): 467.8 kJ/mol
* charge: 0
* E_HOMO: -8.63 eV
* structure (SMILES): OCC(=S)NO
* frontier orbital gap: 8.503 eV



Entry 3:
Formula: C19H39N3O6RhSSbSi3
Source: OMol25
Level of theory: wB97M-V/def2-TZVPD

The geometry in XYZ format:
```
73
Properties=species:S:1:pos:R:3:forces:R:3:mulliken_charge:R:1
Rh -1.17433 0.51157 -1.29064 0.1 0.1 0.0 -0.329
O -0.20421 6.46490 0.20073 0.0 0.0 0.0 -0.487
C -0.93018 6.02219 -0.84402 0.0 0.0 0.0 0.386
O -1.12546 6.70722 -1.79996 -0.1 0.0 0.0 -0.517
C -1.51786 4.65301 -0.68086 0.0 0.0 0.0 0.720
C -2.80179 4.34456 -0.29325 0.0 0.0 -0.1 -0.461
N -2.93049 3.00330 -0.37472 0.0 0.0 0.0 -0.392
N -1.79487 2.43603 -0.77953 0.0 0.0 -0.1 0.091
C -0.92719 3.41360 -0.97710 -0.1 0.0 0.1 -0.327
C 0.43647 2.99720 -1.43429 0.0 0.1 0.0 0.276
O 1.31928 3.82380 -1.54391 0.1 0.0 0.0 -0.708
O 0.50441 1.72907 -1.64667 0.0 -0.2 0.0 -0.195
H -0.06012 5.74713 0.82893 0.0 0.0 0.0 0.379
H -3.62414 4.97188 0.00586 0.0 0.0 0.0 0.497
H -3.72627 2.42994 -0.14760 0.0 0.0 0.0 0.109
O 2.76183 -2.62549 -1.69773 0.0 0.0 0.0 -0.703
C 2.20981 -1.68170 -2.20926 0.0 0.0 0.0 0.030
O 2.24414 -0.47031 -1.66447 0.0 0.0 0.0 -0.277
C 1.42360 -1.79953 -3.51534 0.0 0.0 0.0 0.920
N 0.85740 -0.50962 -3.90598 0.0 0.0 0.0 -0.416
C 1.39071 -0.10714 -5.21438 0.0 0.0 0.0 -0.669
C 2.70794 -0.86894 -5.30301 0.0 0.0 0.0 -0.606
C 2.34874 -2.21339 -4.67064 0.0 0.0 0.0 -0.862
H 0.65397 -2.55130 -3.32625 0.0 0.0 0.0 0.121
H 1.69207 0.13408 -2.21805 0.0 0.0 0.0 0.156
H -0.15123 -0.50346 -3.85284 0.0 0.0 0.0 0.115
H 1.52090 0.97457 -5.25830 0.0 0.0 0.0 0.327
H 0.72754 -0.40637 -6.03475 0.0 0.0 0.0 0.349
H 3.47145 -0.36225 -4.70768 0.0 0.0 0.0 0.234
H 3.07635 -0.95686 -6.32383 0.0 0.0 0.0 0.411
H 3.20268 -2.79063 -4.32231 0.0 0.0 0.0 0.393
H 1.79018 -2.82379 -5.38263 0.0 0.0 0.0 0.351
C 0.21613 -3.51435 2.82070 0.0 0.0 0.0 -0.999
Si -0.67280 -3.17186 1.20340 0.0 0.0 0.0 0.509
C -2.49277 -3.55592 1.39227 0.0 0.0 0.0 -0.996
C 0.10160 -4.12078 -0.19561 0.0 0.0 0.0 -0.866
Sb -0.43535 -0.64902 0.83095 0.0 0.0 0.0 0.634
Si -2.08927 0.37944 2.48768 0.0 0.0 0.0 0.555
C -3.78303 0.19488 1.69933 0.0 0.0 0.0 -1.039
C -2.07668 -0.47975 4.15300 0.0 0.0 0.0 -1.086
C -1.63731 2.18807 2.71760 0.0 0.0 0.0 -0.528
Si 1.89068 0.06652 1.71288 0.0 0.0 0.0 0.643
C 2.28107 1.78051 1.10906 0.0 0.0 0.0 -0.947
C 1.63776 0.07311 3.57582 0.0 0.0 0.0 -1.047
C 3.19799 -1.19503 1.29405 0.0 0.0 0.0 -1.043
H 0.14064 -4.57786 3.06343 0.0 0.0 0.0 0.453
H -0.22139 -2.95246 3.64936 0.0 0.0 0.0 0.230
H 1.27699 -3.26419 2.75924 0.0 0.0 0.0 0.253
H -2.61996 -4.63089 1.54747 0.0 0.0 0.0 0.421
H -3.03950 -3.26982 0.49315 0.0 0.0 0.0 0.272
H -2.93235 -3.04334 2.24973 0.0 0.0 0.0 0.235
H 0.05059 -5.19014 0.03020 0.0 0.0 0.0 0.427
H 1.14717 -3.85286 -0.35500 0.0 0.0 0.0 0.215
H -0.44125 -3.94035 -1.12356 0.0 0.0 0.0 0.196
H -4.12873 -0.83735 1.78627 0.0 0.0 0.0 0.296
H -3.75060 0.41330 0.62974 0.0 0.0 0.0 0.126
H -4.52042 0.83748 2.18833 0.0 0.0 0.0 0.430
H -2.35179 -1.53199 4.06490 0.0 0.0 0.0 0.248
H -2.80242 -0.00137 4.81663 0.0 0.0 0.0 0.405
H -1.09794 -0.42312 4.63139 0.0 0.0 0.0 0.294
H -1.42212 2.68009 1.76805 0.0 0.0 0.0 -0.168
H -0.75350 2.28879 3.35092 0.0 0.0 0.0 0.322
H -2.45668 2.72332 3.20555 0.0 0.0 0.0 0.422
H 1.47457 2.48253 1.33515 0.0 0.0 0.0 0.096
H 2.44920 1.79716 0.03264 0.0 0.0 0.0 0.193
H 3.18545 2.13952 1.60883 0.0 0.0 0.0 0.527
H 0.89491 0.80506 3.89778 0.0 0.0 0.0 0.226
H 2.58695 0.33062 4.05484 0.0 0.0 0.0 0.462
H 1.33767 -0.90917 3.94616 0.0 0.0 0.0 0.237
H 3.68087 -0.95543 0.34957 0.0 0.0 0.0 0.250
H 2.80174 -2.20599 1.19447 0.0 0.0 0.0 0.286
H 3.94730 -1.19938 2.09084 0.0 0.0 0.0 0.451
S -1.94475 -1.40128 -1.68280 0.0 0.0 0.0 -0.511
```
Positions in Å, forces in eV/Å.

Computed properties:
* E_LUMO: -0.02147 hartree
* energy relative to the best compared isomer or geometry (same formula, charge and spin): 59.3 kJ/mol
* charge: 0
* E_HOMO: -7.80 eV
* frontier orbital gap: 7.214 eV